The molecule C2H2FN3O at a distorted geometry, computed with ωB97M-V/def2-TZVPD.

```
9
Properties=species:S:1:pos:R:3
C -1.47 1.53 0.22
C 1.00 -1.17 -0.29
N -0.40 1.04 0.09
N 0.66 0.49 -0.01
N 0.07 -2.05 -0.21
O 2.10 -1.13 -0.66
F -1.18 -1.69 0.34
H -2.39 2.06 0.37
H 1.60 0.92 0.15
```

Computed properties:
HOMO level (eV): -8.877
Relative energy (zero: lowest compared OMol25 entry of this formula, charge and spin) (kcal/mol): 129.1
Kohn-Sham gap (eV): 8.4
Electronic energy (eV): -11334.9399